DFT (ωB97M-V/def2-TZVPD) results for a molecular structure, C44H36LuNO3P2S2 at a distorted geometry.

Computed properties:
- Net charge: +2
- E_LUMO (spin up / spin down): -0.301 / -0.380 Eh
- Orbital gap (spin up / spin down): 0.19287 / 0.11380 hartree
- Maximum force: 0.1078 hartree/bohr
- Highest occupied orbital energy (spin up / spin down): -13.444 / -13.427 eV

The geometry in XYZ format:
```
89
Properties=species:S:1:pos:R:3:forces:R:3
Lu 0.17559 0.16758 -0.57750 -2.08 1.68 1.07
P 2.81970 0.15082 -0.39446 3.38 0.44 0.42
C -0.10715 -1.40735 1.36527 -0.91 -3.38 4.30
O -0.28308 -2.11486 2.27287 0.85 3.17 -4.33
P -2.11028 -0.74263 -1.51450 -1.28 -0.07 -0.15
C 3.37576 -0.01736 1.32763 -0.68 -0.35 -0.61
C 3.21658 1.88739 -0.82481 -0.58 -0.09 -0.08
C 3.85607 -0.95174 -1.39385 -0.59 -0.04 -0.36
C -2.33768 -2.37684 -2.30486 0.24 -0.07 -0.27
C -3.31338 -0.66192 -0.12950 0.55 0.43 0.66
C -2.67453 0.59934 -2.63895 0.11 0.12 0.05
C 4.27392 -1.01784 1.72089 0.25 -0.58 0.47
C 4.62562 -1.13674 3.06410 0.25 -0.33 -0.78
C 4.06299 -0.29948 4.02627 -0.12 0.26 -0.04
C 3.11868 0.64606 3.64040 -0.07 0.38 -0.23
C 2.76411 0.78609 2.30538 -0.29 0.25 0.46
H 4.66467 -1.71310 0.97834 0.12 0.26 0.26
H 5.35069 -1.88967 3.35691 -0.09 0.09 -0.04
H 4.34258 -0.38114 5.07310 -0.02 -0.09 -0.17
H 2.63466 1.26572 4.38523 0.05 0.00 -0.04
H 1.94868 1.45507 2.01325 0.47 0.02 0.16
C 3.61748 -2.33795 -1.37768 -0.06 0.07 -0.07
C 4.41075 -3.18722 -2.14057 -0.17 0.07 0.34
C 5.43350 -2.67102 -2.93644 -0.11 0.15 0.23
C 5.62277 -1.29216 -3.00284 -0.01 0.33 0.14
C 4.82322 -0.42389 -2.25873 0.04 0.00 -0.17
H 2.77567 -2.71934 -0.79863 0.28 -0.09 -0.08
H 4.23174 -4.25479 -2.10495 0.01 0.06 -0.04
H 6.07517 -3.34600 -3.49690 -0.15 0.16 0.02
H 6.40580 -0.87803 -3.63006 -0.12 -0.07 0.04
H 4.92653 0.65700 -2.35482 0.19 -0.31 0.05
C 4.23300 2.54950 -0.12531 0.07 0.29 0.31
C 4.58269 3.85419 -0.47074 0.10 -0.33 0.14
C 3.91696 4.51839 -1.49598 0.02 -0.27 0.07
C 2.87190 3.87794 -2.15823 -0.20 -0.22 -0.20
C 2.50949 2.57772 -1.83296 0.15 -0.20 0.26
H 4.73634 2.04635 0.69938 0.03 0.17 -0.29
H 5.39345 4.33787 0.06410 -0.10 -0.03 -0.07
H 4.21560 5.52185 -1.78693 -0.11 -0.15 0.10
H 2.34773 4.38883 -2.95369 -0.05 0.03 0.02
H 1.69060 2.08102 -2.35962 0.23 0.15 -0.08
C -3.87524 0.57133 0.24838 0.06 -0.36 -0.25
C -4.77598 0.61949 1.30253 -0.17 0.10 -0.16
C -5.04097 -0.50122 2.08059 -0.05 0.03 -0.47
C -4.38173 -1.69186 1.78784 0.08 0.05 0.15
C -3.49755 -1.76730 0.71623 0.02 0.12 -0.22
H -3.57386 1.50222 -0.23405 -0.34 -0.29 -0.13
H -5.28070 1.55414 1.50756 0.15 -0.04 0.15
H -5.75293 -0.42215 2.89825 0.19 -0.11 -0.13
H -4.56487 -2.55963 2.40668 0.12 -0.07 -0.01
H -2.90746 -2.66472 0.54934 -0.38 -0.16 -0.14
C -1.43400 -3.43265 -2.07516 -0.17 0.67 -0.01
C -1.60561 -4.65978 -2.69929 -0.12 0.15 0.11
C -2.69416 -4.86895 -3.54224 0.01 0.30 0.17
C -3.58577 -3.82425 -3.77953 -0.12 0.21 0.01
C -3.40524 -2.57173 -3.18503 0.15 -0.28 0.05
H -0.57289 -3.25486 -1.43319 -0.11 -0.14 -0.06
H -0.88564 -5.44495 -2.51798 -0.03 -0.09 -0.02
H -2.83557 -5.83993 -4.00658 -0.03 0.18 0.00
H -4.43848 -3.97134 -4.43685 0.17 -0.01 0.06
H -4.07297 -1.74127 -3.40988 0.06 -0.39 -0.01
C -4.03784 0.72840 -2.92848 0.06 0.19 -0.29
C -4.47105 1.67789 -3.85647 -0.03 -0.12 0.18
C -3.57209 2.55725 -4.45000 0.24 -0.33 0.15
C -2.22514 2.47879 -4.10240 0.22 0.10 0.04
C -1.76776 1.52519 -3.20168 -0.60 -0.66 0.24
H -4.77018 0.10202 -2.42015 0.17 0.08 -0.20
H -5.52220 1.71694 -4.11691 0.05 0.07 0.08
H -3.90216 3.29056 -5.18185 0.03 -0.15 0.18
H -1.51118 3.15503 -4.55211 -0.03 0.09 0.00
H -0.70287 1.47958 -2.94505 -0.17 -0.02 -0.25
H 0.73188 -1.45625 -1.23239 0.79 -0.86 -1.44
H 0.83895 -0.24809 -2.39054 0.39 -0.96 0.12
O -4.66001 1.98953 3.87107 1.61 0.96 -0.17
S -3.34474 2.61197 3.82357 -0.75 -1.31 -0.14
O -3.13851 3.93885 4.31342 -0.21 -0.13 -0.62
N -2.65988 2.40362 2.28966 2.15 0.55 -1.38
C -1.45288 1.86220 2.28784 -2.99 1.23 1.29
S -0.32141 2.08762 0.94722 -0.50 0.19 0.66
C -1.14082 1.25344 3.61869 0.36 -0.46 0.75
C -0.09510 0.41831 4.03841 -0.73 0.62 0.14
C -0.10689 -0.06422 5.36220 -0.35 0.40 -0.20
C -1.13754 0.29598 6.25684 0.14 0.02 -0.16
C -2.18293 1.13682 5.84879 0.52 -0.05 -0.72
C -2.14600 1.58166 4.53561 0.58 -0.85 0.93
H 0.69698 0.20916 3.32297 -0.23 -0.21 0.47
H 0.70092 -0.71280 5.69957 -0.23 0.13 -0.02
H -1.12580 -0.06208 7.28678 0.09 -0.01 -0.33
H -3.01669 1.46443 6.46820 0.35 -0.28 0.16
```
Forces are in eV/Å.

=====

DFT (ωB97M-V/def2-TZVPD) results for a molecular structure, C44H36MoP2Si.

Computed properties:
- E_LUMO: -0.002 Eh
- Orbital gap: 0.22672 hartree
- Maximum force: 0.0177 hartree/bohr
- Highest occupied orbital energy: -6.230 eV
- Energy above the lowest of the compared OMol25 structures with the same formula, charge and spin: 0.00 kJ/mol

The geometry in XYZ format:
```
84
Properties=species:S:1:pos:R:3:forces:R:3
Mo -0.38491 -0.24684 0.71747 0.03 0.08 0.46
C 3.41371 -0.69860 0.75563 -0.07 0.09 0.03
Si 1.85637 -0.08370 -0.12744 0.10 -0.18 -0.28
C 1.84341 -1.21929 -1.70786 -0.09 -0.13 0.10
C 2.71500 -1.11669 -2.79737 -0.02 0.04 0.02
C 2.72910 -2.06299 -3.80989 0.01 0.00 -0.02
C 1.87994 -3.16370 -3.75658 0.01 0.00 -0.02
C 1.00110 -3.29341 -2.69648 0.01 0.01 0.08
C 0.96598 -2.31890 -1.69603 0.17 -0.04 -0.09
P -0.24063 -2.38227 -0.33040 0.12 0.15 0.06
C -0.23759 -4.10835 0.21048 -0.25 -0.07 -0.04
C 0.94143 -4.60489 0.76237 0.00 0.02 0.01
C 0.99614 -5.90962 1.22298 0.01 0.01 0.00
C -0.12671 -6.72392 1.14197 -0.02 0.01 0.00
C -1.30354 -6.23081 0.59867 0.00 -0.03 0.01
C -1.36135 -4.92463 0.13189 0.03 0.04 -0.01
C -1.85008 -1.98360 -1.12100 0.06 -0.03 0.07
C -2.20539 -2.19122 -2.45305 0.02 0.08 -0.05
C -3.38315 -1.65823 -2.95038 0.04 -0.03 0.00
C -4.20780 -0.88754 -2.13774 0.02 0.00 0.05
C -3.85836 -0.65077 -0.81893 -0.06 0.01 -0.04
C -2.68394 -1.19467 -0.31435 0.00 -0.05 -0.04
C 2.26680 1.66588 -0.77408 -0.03 -0.01 0.11
C 3.52659 2.07891 -1.22223 -0.05 0.03 -0.08
C 3.73101 3.35456 -1.72287 0.04 -0.07 0.01
C 2.67187 4.25250 -1.79134 -0.03 0.03 -0.01
C 1.42284 3.87680 -1.33046 0.04 -0.07 0.02
C 1.22427 2.59775 -0.80458 0.12 0.21 0.02
P -0.39230 2.10540 -0.08939 -0.20 -0.40 0.19
C -0.85584 3.45734 1.04183 0.06 0.01 0.07
C -0.79203 3.17023 2.40517 0.03 0.01 -0.05
C -1.08401 4.14865 3.34379 -0.01 0.06 0.01
C -1.45758 5.41888 2.92790 0.01 -0.04 0.02
C -1.53900 5.70838 1.57251 0.00 0.01 -0.03
C -1.23572 4.73447 0.63320 -0.03 0.00 0.00
C -1.50452 2.27080 -1.53404 -0.03 0.06 0.01
C -1.07110 1.80091 -2.77291 0.01 -0.01 0.00
C -1.93447 1.77916 -3.86019 0.00 0.01 0.00
C -3.23528 2.24124 -3.72711 0.02 0.01 0.04
C -3.67490 2.70924 -2.49488 -0.03 0.01 -0.05
C -2.82166 2.71242 -1.40319 0.05 -0.02 0.02
H 4.26097 -0.77059 0.06871 0.02 0.01 0.02
H 3.24014 -1.68819 1.18406 -0.01 -0.01 -0.01
H 3.68583 -0.03080 1.57646 0.01 -0.01 0.00
H 3.40042 -0.27724 -2.85356 0.01 0.00 0.01
H 3.41684 -1.95646 -4.64031 0.00 0.01 0.00
H 1.91021 -3.91433 -4.53625 0.00 0.00 0.00
H 0.34889 -4.15922 -2.63498 0.01 0.00 0.00
H 1.81324 -3.96331 0.82980 0.01 -0.02 0.01
H 1.91455 -6.29128 1.64944 0.00 0.00 0.00
H -0.08272 -7.74255 1.50475 0.00 0.00 0.00
H -2.17870 -6.86449 0.53514 0.00 0.00 0.00
H -2.27885 -4.53850 -0.29597 0.00 -0.02 0.01
H -1.54743 -2.75364 -3.10219 -0.02 -0.01 -0.02
H -3.65505 -1.83040 -3.98397 -0.01 0.00 0.00
H -5.11500 -0.45836 -2.54233 0.00 0.01 0.00
H -4.48729 -0.03906 -0.18597 0.01 0.00 0.01
H -2.44726 -1.06724 0.75593 -0.06 -0.05 0.03
H 4.36314 1.38990 -1.17594 0.00 0.00 0.00
H 4.71585 3.65273 -2.06153 0.00 0.01 0.00
H 2.82613 5.24723 -2.19015 0.00 0.00 0.00
H 0.60578 4.58564 -1.37258 0.01 0.01 0.00
H -0.51271 2.16821 2.71560 -0.01 0.02 0.01
H -1.02554 3.91625 4.39931 0.00 -0.01 0.00
H -1.69197 6.18223 3.65872 0.00 0.00 0.00
H -1.84036 6.69568 1.24642 0.00 0.00 -0.01
H -1.32064 4.96557 -0.42142 -0.01 0.02 0.01
H -0.05003 1.45251 -2.88887 -0.01 0.00 -0.01
H -1.58314 1.40839 -4.81486 0.00 0.00 0.00
H -3.90464 2.23622 -4.57790 0.00 0.00 0.00
H -4.68973 3.07120 -2.38440 0.00 0.00 0.01
H -3.17696 3.06430 -0.44184 -0.01 -0.01 -0.01
C 0.27789 -0.35807 2.35014 -0.13 0.24 -0.87
C 0.78584 -0.36250 3.69477 0.17 0.03 0.41
C 0.33278 -1.28051 4.65010 -0.05 -0.02 -0.10
C 0.82497 -1.25868 5.94426 0.02 0.01 0.01
C 1.78315 -0.32333 6.31423 -0.01 -0.01 -0.02
C 2.24744 0.58988 5.37642 0.02 0.00 0.03
C 1.75643 0.57233 4.08207 -0.05 -0.01 -0.09
H -0.40910 -2.01128 4.35251 0.00 0.00 0.02
H 0.46243 -1.97624 6.66961 -0.01 0.00 0.00
H 2.16831 -0.30836 7.32553 0.00 0.00 0.00
H 2.99736 1.31877 5.65745 0.00 0.00 -0.01
H 2.11487 1.27875 3.34256 0.01 0.02 0.02
```
Forces are in eV/Å.

=====

Q: maximum force of number 2 (C44H36MoP2Si)?
A: 0.0177 hartree/bohr

=====

Q: Which of these has the highest maximum force?
A: C44H36LuNO3P2S2

=====

Q: maximum force of number 1 (C44H36LuNO3P2S2)?
A: 0.1078 hartree/bohr